1.
3 unconnected molecules or ions with the total composition C37H75N6O5S2. Source: the OMol25 dataset; level of theory: the ωB97M-V functional and the def2-TZVPD basis.

Last column: Löwdin charge in e.
Geometry (Å):
C  10.43608  -1.73395  0.76586  -0.0737
C  9.21418  -2.09029  -0.07195  -0.2400
N  8.07609  -1.16805  0.15912  -0.2408
C  8.11173  -0.02121  -0.76111  -0.2540
C  7.19898  1.12060  -0.33763  -0.0695
C  6.84327  -1.86039  0.16163  -1.0569
S  6.05564  -2.36393  -1.16149  0.7752
S  6.25948  -2.30813  1.81620  0.8808
C  5.12845  -0.91179  2.07598  -0.4727
C  3.85737  -1.00820  1.23992  -0.2422
C  2.93122  0.15998  1.54503  -0.0987
N  1.67627  0.09376  0.79497  0.0747
C  1.30553  -0.61472  -0.28298  -0.4062
O  2.04539  -1.48789  -0.91399  0.1386
N  0.07421  -0.38699  -0.64067  0.2495
C  -0.39917  0.52782  0.20847  -0.2727
N  -1.64538  0.98739  0.08343  0.0023
C  -2.22499  1.97634  0.98526  -0.1254
C  -2.85450  1.43535  2.28882  -0.1587
C  -2.44687  0.02585  2.71816  -0.2502
N  -2.98694  -1.00988  1.82372  0.0455
C  -2.38409  0.43314  -1.09069  -0.1145
C  -3.78662  0.96349  -1.33196  -0.1611
C  -4.91708  0.32984  -0.52758  -0.1011
C  -5.03511  -1.15655  -0.80926  -0.5459
O  -4.67563  -1.65411  -1.82976  0.1314
O  -5.61815  -1.90210  0.14632  0.1134
N  0.55551  0.87453  1.12527  0.0661
C  0.56673  1.84479  2.21984  -0.1063
C  1.01465  3.27983  1.83115  -0.1392
C  1.82423  3.38341  0.53320  -0.1996
C  2.76007  4.59916  0.51715  -0.2018
C  3.36592  4.79160  -0.87175  -0.1544
C  4.40569  3.69958  -1.16265  -0.1512
O  4.28701  3.04289  -2.44367  0.0091
C  4.36114  1.69596  -2.35656  -0.5220
C  5.44587  1.08773  -3.19404  0.0363
O  3.62783  1.05926  -1.64632  0.0979
H  10.11224  -1.31007  1.71840  0.0796
H  11.02596  -2.62760  0.97762  0.0761
H  11.08926  -1.01607  0.26559  0.0708
H  8.88154  -3.09924  0.18270  0.1121
H  9.44923  -2.09060  -1.14438  0.1241
H  7.88820  -0.34242  -1.78878  0.0878
H  9.14605  0.33043  -0.76048  0.1233
H  7.08446  1.12101  0.74808  0.0744
H  6.21273  1.05911  -0.80536  0.0314
H  7.63801  2.08174  -0.61577  0.0884
H  4.91949  -0.91794  3.14921  0.0844
H  5.66129  0.01388  1.84604  0.0633
H  4.17250  -0.95157  0.19810  0.0454
H  3.37175  -1.97388  1.39605  0.1189
H  2.69777  0.19099  2.61120  0.1283
H  3.45381  1.09385  1.30999  0.1216
H  2.83688  -1.07988  -1.30146  0.1101
H  -2.96941  2.53435  0.42185  0.1145
H  -1.46485  2.72072  1.22072  0.0909
H  -2.54515  2.11881  3.09138  0.1123
H  -3.94398  1.50537  2.25060  0.1040
H  -1.35512  -0.05187  2.79843  0.0947
H  -2.82846  -0.13481  3.72983  0.1187
H  -2.24534  -1.52095  1.35538  0.0489
H  -3.47046  -1.71801  2.36491  0.0852
H  -2.41507  -0.65214  -0.98421  0.1142
H  -1.77988  0.66507  -1.97108  0.1297
H  -3.98183  0.72101  -2.38068  0.1271
H  -3.84424  2.05433  -1.28259  0.1128
H  -4.84257  0.50095  0.54765  0.0875
H  -5.86088  0.78206  -0.85668  0.1131
H  -5.72448  -1.37752  0.95099  0.1034
H  -0.44424  1.85819  2.61558  0.0856
H  1.16942  1.45010  3.03748  0.1217
H  1.61764  3.70052  2.64273  0.1202
H  0.11300  3.89640  1.76907  0.1069
H  2.38700  2.46821  0.39542  0.0645
H  1.17632  3.48968  -0.34507  0.1295
H  2.15568  5.46519  0.80954  0.1210
H  3.56129  4.52429  1.26380  0.1238
H  2.56946  4.81274  -1.62043  0.1238
H  3.88838  5.74922  -0.93338  0.1150
H  4.34887  2.91085  -0.40897  0.0993
H  5.40614  4.13645  -1.11245  0.1322
H  6.06112  0.43678  -2.56474  0.0403
H  6.06167  1.85122  -3.66345  0.1006
H  4.99283  0.46462  -3.97077  0.1070
C  -11.54065  3.83997  -0.92909  -0.1086
C  -10.36286  3.00942  -0.43086  -0.2713
C  -9.04007  3.35831  -1.11202  -0.2333
C  -9.01492  3.12790  -2.62480  -0.2277
C  -9.33772  1.69998  -3.06245  -0.2635
C  -8.35212  0.66678  -2.52889  -0.1151
H  -11.72621  3.68200  -1.99239  0.0663
H  -12.45645  3.58034  -0.39767  0.0709
H  -11.35751  4.90566  -0.77599  0.0760
H  -10.58256  1.94635  -0.56321  0.0980
H  -10.24807  3.16356  0.64533  0.1033
H  -8.23705  2.78194  -0.64075  0.0900
H  -8.80837  4.41047  -0.91766  0.1088
H  -8.02151  3.39640  -3.00009  0.1073
H  -9.71196  3.81496  -3.11052  0.1024
H  -9.33665  1.66440  -4.15426  0.1071
H  -10.35062  1.43103  -2.75195  0.1010
H  -7.33594  0.90015  -2.86050  0.0690
H  -8.59218  -0.33555  -2.88355  0.0758
H  -8.35711  0.63577  -1.43671  0.0602
C  1.32279  -7.85195  1.42686  -0.1091
C  0.04045  -7.03261  1.52765  -0.2704
C  -0.33406  -6.32154  0.22781  -0.2240
C  0.69540  -5.30355  -0.26664  -0.2163
C  1.02457  -4.19620  0.73037  -0.2593
C  -0.17372  -3.32409  1.10520  -0.1171
H  2.18725  -7.22701  1.19573  0.0641
H  1.53534  -8.36655  2.36431  0.0704
H  1.23890  -8.60840  0.64402  0.0773
H  0.13408  -6.30583  2.34050  0.0952
H  -0.78395  -7.69286  1.80712  0.1058
H  -1.30285  -5.83029  0.35636  0.1019
H  -0.48214  -7.06984  -0.55615  0.1126
H  0.32084  -4.84859  -1.18900  0.1140
H  1.62080  -5.81632  -0.54008  0.1050
H  1.80189  -3.55955  0.30342  0.0780
H  1.45259  -4.62329  1.64212  0.1042
H  -0.61824  -2.85049  0.22643  0.0645
H  0.14898  -2.53392  1.79494  0.0640
H  -0.94634  -3.89460  1.62398  0.0722

Its orbital gap is 7.8 eV. The net charge is +1. For the LUMO energy, the calculation gives -0.10531 Ha. Its spin multiplicity is 1.



2.
A molecular structure, C13H16Br4F9N3O2SSbV. Source: the OMol25 dataset; level of theory: the ωB97M-V functional and the def2-TZVPD basis.

Last column: Löwdin charge in e.
Geometry (Å):
V  -1.80535  2.63529  -0.81814  0.6291
Br  0.15976  5.85378  -6.55714  0.6665
C  -0.00137  4.58265  -5.16769  -0.7601
C  0.87799  3.50076  -5.08643  -0.7520
Br  2.25647  3.29600  -6.36652  0.6725
C  0.75320  2.56082  -4.06316  -0.6367
Br  1.86740  1.04901  -3.89647  0.7564
C  -0.24422  2.70893  -3.09939  -0.4104
O  -0.50288  1.88722  -2.12830  -0.2307
C  -1.10466  3.81585  -3.17559  -0.3756
O  -2.04759  3.81762  -2.23346  -0.1976
C  -1.00754  4.73059  -4.20754  -0.6470
Br  -2.25716  6.14170  -4.23974  0.7541
N  -0.49769  -2.72352  1.68798  0.0664
C  0.92923  -3.03228  1.92746  -0.3436
C  1.62729  -3.39529  0.61250  -0.1221
C  1.89176  -2.18720  -0.29907  -0.3841
N  0.63019  -1.71635  -0.86324  0.0459
C  2.61481  -1.07894  0.47088  -0.1271
C  1.98323  -0.68553  1.80843  -0.3920
N  0.77677  0.09973  1.59087  0.0633
C  1.70145  -1.92865  2.65449  -0.1230
H  -1.11904  -4.02370  1.40399  0.0005
H  -0.54216  -2.10606  0.87674  0.0718
H  -0.86409  -2.18104  2.47513  0.0691
H  0.95071  -3.92095  2.56820  0.1342
H  1.02567  -4.13538  0.07730  0.1096
H  2.58658  -3.86825  0.85349  0.1113
H  2.58737  -2.51604  -1.08872  0.1216
H  0.34002  -2.26034  -1.66422  0.0832
H  0.63388  -0.73530  -1.11210  0.0533
H  2.70715  -0.19194  -0.16652  0.1111
H  3.63403  -1.43093  0.66974  0.1108
H  2.74559  -0.10375  2.35650  0.1249
H  0.99948  1.00694  1.20497  0.0046
H  0.22606  0.20163  2.43827  0.0557
H  1.16414  -1.63843  3.55774  0.0984
H  2.66677  -2.35058  2.96261  0.1135
F  -1.66987  -0.30740  -1.58299  0.0655
C  -2.38393  0.58701  -0.88301  -0.5764
F  -2.61514  0.03749  0.32214  0.0742
F  -3.59423  0.65676  -1.52778  0.0428
F  -3.34362  2.85225  0.00427  -0.3707
Sb  -2.91000  -0.48837  4.71266  1.4267
F  -1.46488  -4.95280  1.11078  -0.2681
F  -2.28927  -1.57560  6.17314  -0.5199
F  -0.98467  -0.76669  3.99151  -0.6085
F  -2.21194  1.17296  5.36825  -0.5129
F  -4.49715  -0.12709  5.88584  -0.6330
S  -0.37851  3.23338  0.46133  0.3543

Its orbital gap is 7.3 eV. The net charge is -2. For the LUMO energy, the calculation gives 0.12228 Ha. As for the energy above the lowest of the compared OMol25 structures with the same formula, charge and spin: 0.304 eV. Its spin multiplicity is 1.



3.
10 unconnected molecules or ions with the total composition C3H28N2O9S. Source: the OMol25 dataset; level of theory: the ωB97M-V functional and the def2-TZVPD basis.

Last column: Löwdin charge in e.
Geometry (Å):
N  -0.59351  0.28743  0.93783  0.0081
C  -0.34209  1.56493  0.11766  -0.1293
C  -0.58703  1.28612  -1.42625  -0.5040
N  -1.85781  0.56211  -1.67059  0.0710
C  -0.44903  2.45910  -2.29158  -0.4799
S  1.35835  2.56882  -2.93033  0.6710
H  -1.46410  -0.07107  1.11066  -0.0030
H  -0.24701  -0.58822  0.57217  0.0090
H  0.68981  1.88632  0.31202  0.0753
H  -1.08346  2.33738  0.57370  0.1447
H  0.22548  0.46934  -1.67573  0.1066
H  -2.63375  1.10184  -1.57224  0.0475
H  -1.94497  -0.25277  -1.19166  -0.0319
H  -0.72315  3.48128  -1.67876  0.1293
H  -1.16261  2.25082  -3.16281  0.0901
H  1.70894  1.41120  -2.36067  -0.1842
O  -0.52795  -2.37768  -1.03321  -0.0462
H  -0.58083  -2.08914  -0.10997  -0.0175
H  -0.16301  -1.70297  -1.62010  0.0558
O  4.13158  0.90042  -0.07766  0.0332
H  3.65764  1.57806  0.18343  -0.0901
H  4.17781  0.10685  0.34406  -0.0273
O  -2.98699  -2.02704  1.09573  -0.1422
H  -3.41199  -1.35743  0.51462  0.0329
H  -3.03414  -2.76837  0.23781  0.1620
O  -0.29353  -2.65069  1.47139  0.0109
H  0.39449  -3.16499  1.37440  -0.0176
H  -1.20891  -3.01700  1.47478  0.0776
O  2.08456  -0.91460  -1.01410  0.0029
H  2.27407  -1.64471  -1.46295  -0.0192
H  2.74842  -0.85483  -0.31206  0.0193
O  -1.50892  0.45389  3.64411  -0.0803
H  -1.47236  0.22400  2.70153  -0.0242
H  -0.66032  0.12138  3.97748  0.0302
O  2.59567  2.40276  1.42581  -0.0452
H  2.15617  2.16141  2.26500  0.0769
H  2.66399  3.34347  1.33602  0.0554
O  -3.08570  -1.83534  -1.65647  -0.1130
H  -2.03123  -2.03658  -1.49577  0.0614
H  -3.02842  -1.53470  -2.48760  -0.0371
O  2.36964  -0.78468  1.60519  -0.0581
H  2.37807  -0.56921  2.59169  0.1072
H  1.46814  -0.71693  1.36342  -0.0280

Its orbital gap is 9.0 eV. The net charge is 0. For the LUMO energy, the calculation gives 0.00129 Ha. The SMILES is NC[C@@H](N)CS.O.O.O.O.O.O.O.O.O. As for the energy above the lowest of the compared OMol25 structures with the same formula, charge and spin: 3.604 eV. Its spin multiplicity is 1.